Computed, not measured: a structure of composition C45H60ClCoN6OS at a distorted geometry, with the ωB97M-V functional and the def2-TZVPD basis.

**HOMO (alpha / beta)**: -12.15 / -12.74 eV
**Charge**: +2
**Multiplicity**: 5
**Lowest unoccupied orbital energy (alpha / beta)**: -6.441 / -8.412 eV

Positions of all 115 atoms, in Å:
Co1 -1.1480 -0.2064 -1.7101
C1 -1.1443 -2.6937 -1.9230
C2 0.2458 -2.4033 -1.8603
C3 0.4878 -1.3813 -2.8310
C4 -0.7416 -1.2116 -3.5570
C5 -1.7536 -2.0539 -3.0144
C6 -3.0438 -2.5627 -3.6410
C7 -2.7384 -3.9747 -4.1729
C8 -4.1564 -2.6494 -2.5917
C9 -3.5405 -1.7229 -4.8170
C10 1.7096 -0.5927 -3.3191
C11 2.2424 -1.2279 -4.6142
C12 2.8571 -0.4773 -2.3160
C13 1.2803 0.8533 -3.6367
C14 1.1949 -3.3393 -1.0955
C15 0.4024 -4.4945 -0.4638
C16 2.1475 -3.9817 -2.1207
C17 1.9855 -2.7034 0.0499
H1 -1.6484 -3.4065 -1.2911
H2 -0.7679 -0.7265 -4.5207
H3 -2.4175 -4.6382 -3.3698
H4 -1.9475 -3.9417 -4.9245
H5 -3.6294 -4.4024 -4.6355
H6 -3.9008 -3.3458 -1.7919
H7 -5.0837 -2.9988 -3.0482
H8 -4.3473 -1.6685 -2.1448
H9 -2.7466 -1.5123 -5.5373
H10 -3.9900 -0.7876 -4.4855
H11 -4.3179 -2.2733 -5.3481
H12 2.7076 -2.1939 -4.4159
H13 2.9914 -0.5818 -5.0759
H14 1.4392 -1.3858 -5.3349
H15 3.2809 -1.4343 -2.0340
H16 2.5292 0.0380 -1.4069
H17 3.6595 0.1145 -2.7603
H18 0.6610 0.9175 -4.5323
H19 2.1610 1.4742 -3.8084
H20 0.7234 1.3025 -2.8027
H21 -0.1321 -5.0799 -1.2128
H22 -0.3104 -4.1408 0.2841
H23 1.1003 -5.1619 0.0426
H24 1.5973 -4.3148 -3.0023
H25 2.6266 -4.8546 -1.6744
H26 2.9373 -3.3116 -2.4495
H27 1.3363 -2.4734 0.8924
H28 2.5136 -1.7989 -0.2430
H29 2.7299 -3.4155 0.4132
N1 -3.9228 3.2633 0.1983
C18 -3.9156 3.4987 1.5651
C19 -5.0471 4.0104 2.1960
C20 -5.0218 4.2126 3.5582
C21 -3.8796 3.9082 4.3143
C22 -2.7568 3.4079 3.7010
C23 -2.7689 3.2053 2.3150
S1 -1.3737 2.5981 1.5270
N2 -1.8238 2.2488 0.0041
C24 -2.9599 2.6191 -0.5001
C25 -3.2215 2.3597 -1.9400
C26 -4.1646 3.1295 -2.5969
C27 -4.3717 2.9637 -3.9605
C28 -3.6024 2.0373 -4.6162
C29 -2.6841 1.2940 -3.8845
N3 -2.4853 1.4095 -2.5745
H30 -4.7837 3.4869 -0.2795
H31 -5.9350 4.2423 1.6211
H32 -5.8996 4.6085 4.0500
H33 -3.8842 4.0645 5.3838
H34 -1.8694 3.1712 4.2737
H35 -4.7249 3.9051 -2.0929
H36 -5.1036 3.5641 -4.4828
H37 -3.6942 1.8675 -5.6796
H38 -2.0694 0.5670 -4.3832
C30 2.7111 0.9504 5.6356
C31 2.7402 -0.4877 5.0954
C32 4.1515 -1.0534 5.2915
C33 1.7770 -1.3107 5.9646
C34 2.3153 -0.5899 3.5856
O1 1.9024 -1.9205 3.2853
C35 3.4182 -0.2636 2.5518
C36 4.1286 1.1003 2.4645
C37 3.3588 2.2268 1.8154
C38 2.8640 3.3092 2.5397
C39 2.2062 4.3590 1.9119
C40 2.0282 4.3239 0.5376
Cl1 1.1734 5.6140 -0.2512
C41 2.5238 3.2684 -0.2139
C42 3.1872 2.2356 0.4312
C43 1.0383 0.2383 3.3629
N4 0.2173 -0.2166 2.2386
C44 0.3996 -0.0832 0.9300
N5 -0.6673 -0.5400 0.2816
C45 -1.4964 -0.9418 1.2829
N6 -0.9993 -0.7504 2.4795
H39 2.9625 0.9291 6.6966
H40 1.7222 1.4071 5.5571
H41 3.4328 1.6053 5.1554
H42 4.3775 -1.0959 6.3570
H43 4.9186 -0.4397 4.8195
H44 4.2493 -2.0730 4.9087
H45 2.0945 -1.2362 7.0049
H46 1.7672 -2.3646 5.6945
H47 0.7480 -0.9503 5.9140
H48 2.5797 -2.5380 3.5848
H49 2.9945 -0.5018 1.5708
H50 4.1955 -1.0145 2.7042
H51 5.0169 0.9279 1.8526
H52 4.4992 1.4191 3.4351
H53 3.0215 3.3553 3.6105
H54 1.8501 5.2085 2.4793
H55 2.4128 3.2720 -1.2901
H56 3.6131 1.4319 -0.1610
H57 1.2792 1.2874 3.2002
H58 0.3825 0.1456 4.2236
H59 1.2867 0.3330 0.4818
H60 -2.4608 -1.3942 1.1161

Mulliken population analysis, charges in e, atoms 1 to 6: 0.700 -1.428 1.772 -0.436 -1.130 -0.464